{"formula": "C2H3F2PS", "method": "ωB97M-V/def2-TZVPD", "species": ["F", "P", "F", "S", "H", "C", "C", "H", "H"], "positions_angstrom": [[-1.685, 0.880, 0.378], [-0.184, 1.463, 0.567], [-0.328, 2.567, -0.635], [-0.490, 2.687, 2.194], [0.701, 2.697, 2.446], [1.019, -2.608, -0.885], [0.105, -2.508, -1.693], [1.539, -2.803, 0.000], [-0.677, -2.375, -2.374]], "nbo_charge": [-0.58, 1.33, -0.59, -0.28, 0.11, -0.24, -0.22, 0.23, 0.23], "smiles": "FP(F)S.C#C", "e_homo_ev": -10.24, "total_charge": 0, "gap_ev": 10.93, "energy_ha": -1017.25677}

{"formula": "C2H3F3IN", "method": "ωB97M-V/def2-TZVPD", "species": ["N", "C", "I", "C", "F", "F", "F", "H", "H", "H"], "positions_angstrom": [[-0.865, 0.978, 0.478], [0.009, 0.425, -0.432], [2.294, 1.295, -0.229], [0.154, -1.059, -0.127], [1.080, -1.690, -0.712], [0.269, -1.205, 1.184], [-0.998, -1.723, -0.476], [-0.783, 0.355, 1.301], [-0.895, 1.983, 0.516], [-0.264, 0.640, -1.503]], "nbo_charge": [-0.80, -0.06, -0.17, 0.92, -0.28, -0.32, -0.34, 0.40, 0.41, 0.24], "smiles": "N[C@@H](I)C(F)(F)F", "e_homo_ev": -9.40, "total_charge": 0, "gap_ev": 9.01, "energy_ha": -730.05091}

{"formula": "C2H3F3N2", "method": "ωB97M-V/def2-TZVPD", "species": ["F", "C", "F", "F", "N", "C", "N", "H", "H", "H"], "positions_angstrom": [[1.650, 1.910, -1.285], [2.188, 1.144, -0.317], [2.521, 1.976, 0.676], [3.322, 0.644, -0.809], [1.376, 0.112, 0.189], [-0.166, 0.319, 0.117], [0.527, -0.530, -0.790], [-0.495, 1.268, -0.276], [-0.668, -0.078, 0.988], [0.459, -1.523, -0.576]], "nbo_charge": [-0.33, 1.06, -0.32, -0.31, -0.34, -0.08, -0.44, 0.21, 0.20, 0.36], "smiles": "FC(F)(F)N1CN1", "e_homo_ev": -10.50, "total_charge": 0, "gap_ev": 11.44, "energy_ha": -487.06301}

{"formula": "C2H3F3Si", "method": "ωB97M-V/def2-TZVPD", "species": ["F", "C", "F", "C", "F", "Si", "H", "H", "H"], "positions_angstrom": [[-0.180, -1.902, 0.614], [-0.698, -1.290, -0.484], [-1.453, -2.201, -1.093], [-0.418, -0.052, -0.780], [-0.765, 0.455, -1.973], [0.710, 1.231, 0.774], [0.084, 2.404, 0.935], [2.216, 1.277, 0.349], [0.504, 0.077, 1.658]], "nbo_charge": [-0.33, 0.61, -0.30, -0.01, -0.34, 0.81, -0.18, -0.13, -0.13], "smiles": "FC(F)=C(F)[SiH3]", "e_homo_ev": -9.57, "total_charge": 0, "gap_ev": 9.91, "energy_ha": -666.97725}

{"formula": "C2H3F4NO4S2", "method": "ωB97M-V/def2-TZVPD", "species": ["C", "S", "O", "N", "F", "O", "S", "O", "O", "C", "F", "F", "F", "H", "H", "H"], "positions_angstrom": [[-0.375, 0.299, 0.359], [0.696, 1.380, -0.597], [0.172, 1.878, -1.807], [1.189, 2.360, 0.542], [2.130, 3.280, 0.001], [1.960, 0.249, -1.091], [2.783, -0.831, -0.414], [2.090, -1.300, 0.737], [3.236, -1.685, -1.439], [4.177, 0.078, 0.436], [3.673, 0.590, 1.520], [4.731, 1.066, -0.346], [5.078, -0.780, 0.764], [0.293, -0.513, 0.657], [-0.424, 0.791, 1.255], [-1.405, 0.000, -0.007]], "nbo_charge": [-0.87, 2.09, -0.83, -0.46, -0.24, -0.94, 2.33, -0.94, -0.86, 0.74, -0.29, -0.32, -0.28, 0.30, 0.27, 0.29], "smiles": "C[S@@](=O)(=NF)OS(=O)(=O)C(F)(F)F", "e_homo_ev": -10.79, "total_charge": 0, "gap_ev": 10.45, "energy_ha": -1629.36969}

{"formula": "C2H3F4NO4S2Y", "method": "ωB97M-V/def2-TZVPD", "species": ["N", "S", "O", "O", "S", "O", "O", "C", "F", "F", "F", "Y", "F", "C", "H", "H", "H"], "positions_angstrom": [[-0.424, -0.712, 0.180], [-2.260, -0.896, -0.312], [-2.538, 0.552, -0.750], [-2.864, -1.152, 1.010], [0.441, -0.359, -1.123], [0.428, 1.111, -1.421], [0.109, -1.186, -2.270], [2.239, -0.672, -0.692], [2.695, 0.288, 0.082], [2.328, -1.836, -0.090], [2.911, -0.688, -1.823], [-1.493, 2.316, -1.192], [-1.099, 3.076, 0.652], [-0.154, -0.020, 1.632], [-0.559, 0.906, 2.052], [0.931, -0.005, 1.783], [-0.690, -0.723, 2.283]], "mulliken_charge": [-0.26, 0.77, -0.65, -0.46, 1.20, -0.70, -0.57, 0.57, -0.16, -0.18, -0.17, 1.95, -0.59, -0.73, 0.33, 0.31, 0.34], "e_homo_ev": -14.11, "total_charge": 1, "gap_ev": 8.28, "energy_ha": -1667.69319}

{"formula": "C2H3F5O", "method": "ωB97M-V/def2-TZVPD", "species": ["F", "C", "F", "C", "F", "F", "F", "H", "O", "H", "H"], "positions_angstrom": [[0.857, -0.962, 0.054], [-0.447, -1.013, -0.285], [-0.707, -2.274, -0.742], [-0.606, 0.001, -1.356], [0.118, -0.369, -2.357], [-1.860, 0.010, -1.852], [-0.253, 1.178, -0.895], [-1.005, -0.721, 0.628], [1.296, 1.375, 2.669], [1.425, 0.619, 2.054], [1.180, 2.156, 2.082]], "nbo_charge": [-0.33, 0.48, -0.31, 0.91, -0.29, -0.32, -0.30, 0.16, -0.94, 0.47, 0.47], "smiles": "FC(F)C(F)(F)F.O", "e_homo_ev": -11.67, "total_charge": 0, "gap_ev": 12.33, "energy_ha": -652.57965}

{"formula": "C2H3F6N3", "method": "ωB97M-V/def2-TZVPD", "species": ["C", "C", "N", "N", "N", "F", "F", "F", "F", "F", "F", "H", "H", "H"], "positions_angstrom": [[1.852, -0.249, -0.224], [-1.829, -0.526, 0.039], [-0.573, 1.450, 0.573], [1.223, -0.099, -1.407], [-1.056, 0.639, -0.331], [1.957, 0.948, 0.485], [1.201, -1.071, 0.684], [3.101, -0.816, -0.319], [-3.105, -0.488, -0.254], [-1.730, -0.805, 1.408], [-1.238, -1.577, -0.482], [-0.326, 1.154, 1.450], [-0.133, 2.334, 0.119], [0.657, -0.895, -1.741]], "nbo_charge": [1.00, 1.04, -0.47, -0.48, -0.29, -0.35, -0.35, -0.31, -0.29, -0.37, -0.31, 0.39, 0.41, 0.38], "e_homo_ev": [-11.30, -9.03], "total_charge": 0, "gap_ev": [10.89, 6.90], "energy_ha": -841.35606}

{"formula": "C2H3FI2", "method": "ωB97M-V/def2-TZVPD", "species": ["C", "C", "F", "I", "I", "H", "H", "H"], "positions_angstrom": [[0.182, -0.068, -0.716], [-0.125, -0.216, 0.709], [1.240, -1.000, -1.103], [1.347, 0.452, 2.049], [-1.435, -1.684, 1.187], [0.501, 0.969, -0.929], [-0.556, -0.377, -1.357], [-1.154, 1.924, 0.160]], "nbo_charge": [-0.11, -0.48, -0.40, 0.25, 0.30, 0.20, 0.20, 0.03], "e_homo_ev": [-9.90, -8.59], "total_charge": 0, "gap_ev": [8.55, 7.55], "energy_ha": -773.07862}

{"formula": "C2H3FIO2S", "method": "ωB97M-V/def2-TZVPD", "species": ["C", "C", "O", "O", "F", "S", "I", "H", "H", "H"], "positions_angstrom": [[0.316, -0.002, -0.042], [0.423, -1.055, -1.773], [-1.904, -2.446, -1.250], [-1.889, -1.227, -3.384], [1.034, -0.091, -2.524], [-1.192, -2.193, -2.510], [1.970, -2.578, -1.251], [1.295, 0.377, -0.126], [0.262, -0.883, 0.608], [-0.570, 0.717, 0.063]], "nbo_charge": [-0.65, 0.05, -1.00, -1.00, -0.42, 1.55, -0.12, 0.19, 0.21, 0.21], "e_homo_ev": -4.06, "total_charge": -1, "gap_ev": 6.98, "energy_ha": -1024.20763}

{"formula": "C2H3FLiOPr", "method": "ωB97M-V/def2-TZVPD", "species": ["O", "C", "C", "Li", "H", "F", "H", "Pr", "H"], "positions_angstrom": [[0.107, 0.063, -0.202], [-0.739, -1.051, -0.325], [-2.089, -0.813, 0.221], [-0.965, 1.595, -0.326], [-0.337, -1.979, 0.110], [-2.551, 0.483, 0.120], [-2.922, -1.514, 0.160], [2.476, 0.108, 0.095], [-1.032, -1.292, -1.401]], "lowdin_spin": [-0.01, 0.00, 0.00, 0.00, 0.00, 0.00, 0.00, 3.01, 0.00], "s_squared": 3.752, "e_homo_ev": [-20.17, -24.36], "total_charge": 3, "gap_ev": [4.80, 8.99], "energy_ha": -776.42753, "spin_multiplicity": 4}

{"formula": "C2H3FN3O2S", "method": "ωB97M-V/def2-TZVPD", "species": ["O", "S", "O", "F", "N", "C", "N", "N", "C", "H", "H", "H"], "positions_angstrom": [[2.046, 0.055, 1.602], [1.816, -0.238, 0.248], [2.062, -1.510, -0.289], [2.371, 0.870, -0.630], [0.137, 0.057, 0.002], [-0.491, 1.272, -0.149], [-1.771, 1.083, -0.268], [-1.924, -0.243, -0.194], [-0.796, -0.902, -0.032], [0.022, 2.217, -0.133], [-2.827, -0.699, -0.235], [-0.646, -1.962, 0.079]], "nbo_charge": [-0.82, 2.55, -0.83, -0.42, -0.58, 0.21, -0.16, -0.27, 0.28, 0.27, 0.46, 0.29], "smiles": "O=S(=O)(F)n1cn[nH+]c1", "e_homo_ev": -17.00, "total_charge": 1, "gap_ev": 12.27, "energy_ha": -890.50761}